(1)
{
  "formula": "C6H8N",
  "method": "wB97M-V/def2-TZVPD",
  "gap_ha": [0.2926, 0.2407],
  "charge": 1,
  "s2": 2.03,
  "spin_multiplicity": 3,
  "symbols": ["C", "C", "C", "C", "C", "C", "N", "H", "H", "H", "H", "H", "H", "H", "H"],
  "coordinates": [[-1.4673, 0.3708, -0.7913], [-2.2639, 1.1940, -1.3394], [-1.6746, -0.3322, 0.5325], [-0.7180, -1.2232, 0.5331], [-0.0223, -0.7963, -0.7215], [1.1721, 0.9183, 0.6686], [1.1573, 0.0927, -0.5464], [-2.5519, -0.1281, 1.1443], [-0.2729, -2.0264, 1.0913], [0.0999, -1.5148, -1.5692], [2.0548, 1.3494, 0.9428], [0.4807, 1.7115, 0.6782], [1.0034, 0.2084, 1.4790], [2.0142, -0.5671, -0.7406], [0.9884, 0.7431, -1.3614]],
  "forces_ev_per_angstrom": [[3.2, -5.8, 5.5], [-2.8, 3.7, -3.2], [-3.0, 2.3, -1.0], [2.9, -1.1, -1.3], [-1.6, 0.4, -1.1], [-0.9, -2.5, 1.4], [1.4, -0.6, -2.8], [0.4, -0.2, 0.2], [-0.8, -0.2, 0.8], [0.2, 0.7, 0.8], [3.0, 0.9, -0.3], [-1.3, 0.5, -0.4], [-0.4, 0.4, 0.2], [-1.4, 2.2, 0.7], [1.1, -0.8, 0.6]]
}

***

(2)
{
  "formula": "C8H9ClN3O2",
  "method": "wB97M-V/def2-TZVPD",
  "gap_ha": 0.3063,
  "charge": 1,
  "smiles": "CCC1=[NH+][C@@H](Cl)c2oc(=O)cnc2N1",
  "symbols": ["C", "C", "C", "C", "C", "C", "C", "C", "N", "N", "N", "O", "O", "Cl", "H", "H", "H", "H", "H", "H", "H", "H", "H"],
  "coordinates": [[0.9847, -1.4011, -3.0424], [1.1485, 0.5385, -1.1026], [0.0373, -0.3275, -1.2078], [2.2227, -0.4918, -3.0130], [-0.9413, 0.6259, 0.7316], [1.3458, 1.3357, 0.1496], [-1.5661, -0.8358, 2.4978], [-1.9561, 0.4483, 1.7904], [-0.0781, -1.1683, -2.2786], [-1.0782, -0.1069, -0.3722], [0.0891, 1.4453, 0.8346], [3.1887, -0.6310, -3.7443], [2.1443, 0.4155, -1.9774], [2.5519, 0.5053, 1.1968], [1.0273, -2.2263, -3.7281], [1.8557, 2.3198, -0.0988], [-1.9210, -1.6751, 1.9361], [-1.8181, -0.8682, 3.6075], [-0.4202, -0.9551, 2.4825], [-1.8411, 1.3313, 2.4734], [-3.0408, 0.2622, 1.5957], [-1.9585, -0.7339, -0.2900], [0.0235, 2.1930, 1.5592]],
  "forces_ev_per_angstrom": [[-0.9, 2.3, 1.8], [-2.7, -2.8, 0.4], [1.9, 2.7, -1.7], [0.3, -2.5, -1.3], [-1.0, -0.1, -2.0], [1.5, 0.8, -1.3], [2.9, -0.4, 1.9], [-0.6, 1.2, 1.9], [1.9, -1.6, -0.8], [-1.4, -1.7, 1.6], [-0.2, 1.6, 1.3], [-2.4, 1.1, 2.1], [1.1, 1.1, 0.2], [0.0, -0.1, 0.1], [-0.4, -0.1, -0.4], [-1.1, -0.9, 0.5], [-0.5, -0.6, 0.1], [-0.1, 0.0, -1.7], [-1.5, 0.1, 0.2], [-0.4, -0.8, -0.4], [0.9, 1.0, -0.9], [2.4, 0.9, -1.1], [0.2, -1.1, -0.7]]
}

***

(3)
{
  "formula": "C5H9B",
  "method": "wB97M-V/def2-TZVPD",
  "gap_ha": 0.3496,
  "charge": 0,
  "smiles": "CB(C)C1C=C1",
  "symbols": ["B", "C", "C", "C", "C", "C", "H", "H", "H", "H", "H", "H", "H", "H", "H"],
  "coordinates": [[-0.5815, 0.1666, 0.0310], [1.1833, -1.9376, -0.2204], [1.9169, -0.9103, -0.0364], [0.4804, -0.9498, 0.6321], [-1.7606, 0.6095, 0.8722], [0.0188, 1.0791, -1.0764], [1.0448, -2.7898, -0.7692], [2.8605, -0.3511, -0.2232], [0.3294, -1.1996, 1.7143], [-1.4057, 1.5351, 1.2321], [-2.2333, -0.0696, 1.5689], [-2.6473, 0.9333, 0.1430], [-0.6630, 1.5773, -1.7288], [0.7916, 0.4826, -1.5838], [0.6657, 1.8243, -0.5554]],
  "forces_ev_per_angstrom": [[2.5, -1.1, 1.1], [0.5, 1.1, 0.2], [0.7, 0.5, 0.8], [-1.1, 1.5, -0.2], [-3.6, -0.3, -2.6], [1.2, -0.6, 0.4], [-0.3, -2.0, -1.0], [-1.2, -0.6, 0.3], [0.5, 0.1, -0.8], [0.2, 1.2, 1.2], [0.4, 0.1, 0.5], [1.7, -0.5, 1.4], [-0.3, 0.4, -0.6], [-0.4, 0.3, -0.6], [-0.6, -0.2, -0.1]]
}

***

(4)
{
  "formula": "C3H5NO2",
  "method": "wB97M-V/def2-TZVPD",
  "gap_ha": 0.3515,
  "charge": 0,
  "symbols": ["N", "C", "C", "O", "C", "O", "H", "H", "H", "H", "H"],
  "coordinates": [[1.9852, -0.7256, -0.6217], [0.8144, -0.7513, -1.0718], [-0.8947, -0.3667, 1.7836], [-1.3906, 0.0655, 0.6538], [-0.5238, 0.9521, -0.0795], [-0.0727, 0.3026, -1.2170], [2.2576, 0.2042, -0.3011], [0.3894, -1.6675, -1.4755], [-1.6950, -1.0624, 2.1346], [-1.1353, 1.7882, -0.4194], [0.2657, 1.2609, 0.6139]],
  "forces_ev_per_angstrom": [[-0.4, 0.2, -0.1], [0.4, -0.2, 0.0], [-0.4, 0.0, -0.2], [0.2, -0.2, 0.4], [0.1, 0.3, 0.0], [-0.1, 0.0, 0.0], [0.0, 0.0, 0.0], [0.1, 0.0, 0.0], [0.1, 0.1, 0.0], [0.1, -0.1, 0.1], [0.0, -0.1, -0.1]]
}

***

(5)
{
  "formula": "C39H91N13O13",
  "method": "wB97M-V/def2-TZVPD",
  "gap_ha": 0.2984,
  "charge": 0,
  "symbols": ["C", "O", "N", "C", "C", "H", "H", "H", "H", "H", "H", "H", "C", "O", "N", "C", "C", "H", "H", "H", "H", "H", "H", "H", "C", "O", "N", "C", "C", "H", "H", "H", "H", "H", "H", "H", "C", "O", "N", "C", "C", "H", "H", "H", "H", "H", "H", "H", "C", "O", "N", "C", "C", "H", "H", "H", "H", "H", "H", "H", "C", "O", "N", "C", "C", "H", "H", "H", "H", "H", "H", "H", "C", "O", "N", "C", "C", "H", "H", "H", "H", "H", "H", "H", "C", "O", "N", "C", "C", "H", "H", "H", "H", "H", "H", "H", "C", "O", "N", "C", "C", "H", "H", "H", "H", "H", "H", "H", "C", "O", "N", "C", "C", "H", "H", "H", "H", "H", "H", "H", "C", "O", "N", "C", "C", "H", "H", "H", "H", "H", "H", "H", "C", "O", "N", "C", "C", "H", "H", "H", "H", "H", "H", "H", "C", "O", "N", "C", "C", "H", "H", "H", "H", "H", "H", "H"],
  "coordinates": [[-0.3956, -13.3924, 4.5394], [0.1352, -13.6766, 3.4366], [-0.2800, -12.1916, 5.1153], [-1.1757, -11.7736, 6.2929], [0.4384, -11.0223, 4.5765], [-0.9102, -14.1260, 5.1790], [-1.7804, -10.8874, 6.1003], [-0.5958, -11.6214, 7.2032], [-1.7694, -12.6439, 6.5725], [1.1043, -11.2256, 3.7379], [-0.2975, -10.4114, 4.0536], [0.9180, -10.3451, 5.2833], [8.9504, -14.7198, -0.3895], [9.3897, -13.7351, -0.9370], [7.6630, -14.8627, 0.0082], [7.2142, -16.0630, 0.6257], [6.7419, -13.6844, -0.1776], [9.5358, -15.6100, -0.1117], [6.3497, -16.4033, 0.0558], [6.9171, -15.7584, 1.6292], [8.0358, -16.7774, 0.6777], [7.1449, -12.8154, -0.6977], [5.7298, -13.9535, -0.4801], [6.4500, -13.3249, 0.8092], [2.5076, -18.2733, 7.0780], [2.7862, -17.4442, 6.2571], [1.5747, -19.2190, 7.0115], [0.7853, -19.4122, 5.7917], [1.3044, -20.0753, 8.1426], [3.0688, -18.3526, 8.0219], [0.6628, -20.4416, 5.4549], [1.2611, -18.8038, 5.0226], [-0.1872, -18.9682, 6.0042], [0.2710, -20.1939, 8.4684], [1.6288, -21.0897, 7.9103], [1.8414, -19.8993, 9.0746], [3.2220, -17.1299, 0.2111], [4.1832, -17.8985, 0.1067], [2.7863, -16.5405, 1.3907], [1.5090, -15.8359, 1.4001], [3.5019, -16.7544, 2.6474], [2.6227, -16.9315, -0.6910], [0.8215, -16.5580, 1.8406], [1.1729, -15.5182, 0.4131], [1.4217, -14.9508, 2.0302], [3.8542, -15.7911, 3.0164], [2.8349, -17.2303, 3.3663], [4.4196, -17.3398, 2.5909], [6.1006, -18.9980, 5.1026], [6.4654, -18.9258, 3.9359], [6.9318, -19.0378, 6.2054], [6.4417, -19.2983, 7.5300], [8.3284, -18.9071, 6.0712], [5.0376, -18.9733, 5.3883], [5.3734, -19.5021, 7.4569], [6.6497, -18.4944, 8.2361], [6.8375, -20.2118, 7.9738], [8.6292, -17.8892, 6.3192], [8.9132, -19.3813, 6.8594], [8.7339, -19.2439, 5.1172], [3.3758, -14.1351, -2.9295], [2.4440, -14.7893, -2.5209], [3.5260, -12.8284, -2.7133], [4.7513, -12.1725, -3.2357], [2.6248, -12.0457, -1.8830], [4.1249, -14.5337, -3.6310], [5.3450, -11.6394, -2.4931], [4.4516, -11.4153, -3.9602], [5.4950, -12.8081, -3.7164], [2.2197, -11.1304, -2.3145], [1.8462, -12.6377, -1.4020], [3.2945, -11.7269, -1.0842], [4.5893, -13.6227, 4.5702], [5.3133, -13.8471, 3.5794], [4.4189, -12.3865, 5.0475], [3.3182, -12.1314, 6.0767], [5.1891, -11.2225, 4.5377], [3.9298, -14.2661, 5.1729], [2.5047, -11.5785, 5.6072], [3.6097, -11.4839, 6.9037], [2.9622, -13.0486, 6.5460], [6.0951, -11.3926, 3.9560], [4.5464, -10.5883, 3.9272], [5.5946, -10.6688, 5.3846], [2.1497, -16.8239, -4.9775], [2.4756, -15.8092, -5.5247], [0.9988, -16.9554, -4.2278], [0.7442, -18.1227, -3.2988], [-0.0678, -15.8662, -4.2004], [2.8582, -17.6634, -4.9036], [-0.2898, -18.3609, -3.5480], [0.6751, -17.8485, -2.2461], [1.4060, -18.9772, -3.4407], [-1.0670, -16.2995, -4.2443], [-0.0186, -15.4213, -3.2066], [0.0367, -15.0653, -4.9323], [4.9142, -19.6526, -3.1899], [5.3516, -19.0872, -4.1861], [5.2201, -20.9597, -2.8646], [6.0188, -21.8436, -3.7031], [4.4941, -21.5668, -1.7809], [4.2526, -19.1404, -2.4742], [5.4610, -22.6106, -4.2404], [6.8564, -22.2994, -3.1750], [6.5252, -21.3503, -4.5327], [3.7625, -22.2862, -2.1487], [5.0420, -22.1342, -1.0286], [3.8554, -20.8813, -1.2240], [0.6996, -19.6821, -0.0190], [0.7891, -20.1441, -1.1722], [1.2276, -20.2391, 1.1046], [0.9388, -19.5541, 2.3564], [2.1304, -21.3488, 1.1624], [0.1596, -18.7386, 0.1558], [0.6860, -20.2739, 3.1349], [0.1957, -18.7569, 2.3763], [1.7634, -18.9939, 2.7973], [3.1125, -21.0238, 1.5057], [1.7225, -22.1616, 1.7633], [2.1949, -21.8094, 0.1766], [-1.3320, -11.1022, -1.9396], [-1.7945, -10.8949, -0.8100], [-1.0516, -12.3470, -2.4062], [-0.3415, -12.5014, -3.6322], [-1.2937, -13.5689, -1.6288], [-1.1176, -10.3739, -2.7369], [-0.1763, -11.5217, -4.0806], [-1.0300, -13.0754, -4.2523], [0.6489, -12.9546, -3.6755], [-1.9169, -13.3434, -0.7634], [-1.8929, -14.1220, -2.3520], [-0.4252, -14.1009, -1.2404], [8.9351, -19.3932, 1.4838], [10.0845, -19.0094, 1.2708], [8.0128, -19.5786, 0.5259], [8.2835, -19.4360, -0.8749], [6.6142, -19.8979, 0.8981], [8.5546, -19.5759, 2.5006], [9.3518, -19.4408, -1.0912], [7.8263, -18.5184, -1.2452], [7.8270, -20.3086, -1.3423], [6.4762, -20.2092, 1.9335], [5.9840, -19.0087, 0.8800], [6.0347, -20.5855, 0.2820], [2.4454, -9.6220, 1.1865], [3.5681, -9.2458, 1.5607], [2.0006, -10.8561, 1.2669], [2.8152, -11.9616, 1.7564], [0.5630, -11.1947, 1.1087], [1.6620, -8.9032, 0.9004], [2.2693, -12.5196, 2.5172], [3.7519, -11.5848, 2.1672], [3.1140, -12.8178, 1.1517], [0.1929, -11.4970, 2.0883], [0.0441, -10.2548, 0.9207], [0.3394, -11.9894, 0.3969]],
  "forces_ev_per_angstrom": [[1.8, -0.3, -2.3], [-1.2, 0.3, 2.3], [-0.7, 2.4, 2.4], [1.2, -1.7, -0.5], [-1.0, 0.1, -1.6], [-0.2, 0.0, -0.3], [0.1, -0.2, -0.4], [0.4, 0.4, -0.2], [-0.4, 0.2, -0.4], [0.3, -0.6, 0.6], [-0.4, 0.3, 0.2], [-0.1, -0.6, 0.5], [-0.8, -0.1, 0.4], [0.6, 0.3, -0.3], [0.4, 2.4, -1.7], [-0.7, 0.7, 0.5], [-0.3, -0.9, 1.7], [0.3, 0.0, -0.2], [0.0, -0.6, 0.3], [-0.3, -0.6, 0.3], [-0.2, -0.1, -0.1], [0.3, -0.7, -0.3], [0.2, -0.5, -1.0], [0.5, 0.2, 0.6], [0.7, -0.2, 1.3], [0.1, 0.8, -1.2], [-0.9, -1.1, -0.1], [-0.1, 1.1, 0.6], [0.3, -1.6, 0.4], [0.0, 0.2, 0.3], [0.3, -0.1, 0.4], [0.0, -0.2, 0.0], [-0.3, -0.2, -0.4], [-0.3, 0.6, -0.5], [-0.1, -0.3, -0.3], [0.3, 0.9, -0.3], [0.4, -0.6, 1.0], [-0.8, 0.8, 0.4], [1.2, -0.4, -2.0], [-0.2, -0.5, 0.6], [0.0, 0.5, 0.1], [-0.2, 0.5, 0.3], [-0.7, 0.2, -0.1], [0.3, -0.4, -0.2], [0.7, -0.1, 0.1], [-0.3, 0.1, 0.2], [0.0, 0.1, 0.2], [-0.3, -0.3, -0.7], [0.8, 0.3, 0.2], [-0.2, -0.1, 1.1], [-1.2, -0.7, -0.8], [-0.8, -0.3, 0.1], [2.0, 0.7, 0.4], [0.0, -0.2, 0.0], [-0.2, 0.4, 0.2], [-0.1, 0.2, -0.1], [0.4, -0.1, -0.2], [0.0, 0.6, -0.8], [-0.5, -1.0, 0.1], [-0.3, 0.3, 0.0], [-0.2, -0.2, -0.9], [-0.7, -0.7, 0.7], [1.3, 0.8, -0.8], [-0.5, 0.8, 0.0], [1.3, 0.0, 1.1], [0.1, -0.2, 0.3], [-0.4, -0.1, 0.6], [0.0, 0.0, -0.2], [-0.6, -0.6, 0.0], [0.0, -0.2, -0.6], [0.1, -0.2, -0.5], [-0.3, 0.5, 0.4], [0.8, 0.8, -1.8], [-1.3, -0.6, 1.8], [-0.4, 1.4, 1.5], [1.1, 0.4, -1.0], [-0.3, 0.2, 0.5], [0.4, -1.0, -0.6], [0.0, -0.5, -0.1], [0.7, 0.0, -0.1], [0.1, -0.1, -0.5], [-0.4, -1.1, -0.1], [0.0, 0.2, 0.1], [-0.5, 0.2, 0.2], [-0.7, -0.3, 2.3], [0.1, 1.2, -1.3], [-0.5, -0.1, -0.1], [-1.0, 1.6, -1.4], [1.2, -1.2, 1.0], [-0.3, -0.4, 0.0], [0.0, -0.8, 0.1], [0.6, 0.3, 0.0], [0.0, 0.3, -0.1], [0.0, -0.3, -0.4], [0.2, 0.2, 0.0], [0.4, -0.5, -0.1], [1.1, -0.3, -1.3], [-0.5, -0.4, 0.9], [-0.1, 0.4, 0.3], [0.6, 0.3, -0.8], [-1.2, -0.7, 0.4], [0.1, -0.2, 0.1], [-0.5, -0.2, 0.5], [-0.3, -0.2, 0.5], [-0.3, 0.8, 0.3], [-0.1, -0.3, -0.4], [0.8, 0.2, -0.2], [0.4, 0.6, -0.2], [0.6, -1.4, -2.2], [0.0, 0.6, 2.2], [-1.2, 1.9, 0.4], [0.6, 0.1, 1.1], [-0.1, -0.7, -0.8], [0.0, -0.1, 0.2], [-0.3, -0.2, -0.2], [-0.6, -0.5, -0.9], [0.8, -0.3, -0.4], [0.0, -0.1, 0.1], [0.1, 0.2, 0.5], [0.2, 0.4, -0.2], [-0.5, -1.1, 1.6], [0.5, 0.3, -1.7], [1.4, 0.3, 1.7], [-0.5, 0.2, -1.4], [-1.1, 0.9, -0.3], [-0.1, 0.5, 0.4], [-0.3, 0.1, -0.1], [0.4, -0.1, -0.7], [-0.1, -0.4, 0.9], [-0.1, 0.2, -0.2], [0.2, -1.0, 0.5], [0.3, 0.1, -0.6], [0.9, 0.5, -0.2], [-0.6, -0.3, 0.2], [-1.4, -1.0, 0.9], [0.0, -0.2, -0.2], [-0.5, 1.0, 0.6], [0.0, -0.1, -0.1], [-0.1, 0.1, 0.3], [0.0, 0.0, -0.3], [0.0, 0.2, -0.5], [0.7, -0.2, 0.0], [0.2, 0.4, -0.3], [0.9, -0.4, -0.5], [1.7, 1.8, 1.4], [-1.1, -0.4, -0.8], [-1.3, -3.2, -0.7], [0.6, -0.2, 1.1], [0.6, 1.1, 0.8], [0.1, 0.0, -0.3], [-0.2, 0.4, 0.5], [-0.2, 0.1, 0.0], [-0.3, 0.5, -1.3], [0.0, -0.4, -0.3], [-0.2, -0.3, -0.6], [0.2, 0.3, -0.2]]
}

***

One value per record, in order, for relative energy (zero: lowest compared OMol25 entry of this formula, charge and spin): 439.8, 0.0, 233.2, 443.9, 992.8 kJ/mol.
One value per record, in order, for F_max: 8.63, 3.92, 4.45, 0.47, 3.53 eV/Å.
One value per record, in order, for electronic energy: -7825.44249, -29521.70846, -6004.01026, -8773.09381, -87904.77280 eV.